<1>
Molecular formula: C3H6N4O
Method: DFT, ωB97M-V with the def2-TZVPD basis set

As for the structure (SMILES): C=C=NC(N)(N)N=O. The value obtained for the lowest unoccupied orbital energy (spin up / spin down) is -0.238 / -0.240 eV. Its spin multiplicity is 1.

Last column: natural (NBO) charge in e.
Atoms and positions in Å:
C  1.74  1.70  1.05  -0.62
C  0.96  1.18  0.15  0.44
N  0.22  0.71  -0.68  -0.45
C  -0.52  -0.56  -0.50  0.43
N  -1.74  -0.38  0.20  -0.84
N  -0.75  -1.13  -1.78  -0.82
N  0.52  -1.32  0.32  0.12
O  0.67  -0.93  1.47  -0.28
H  1.36  2.37  1.80  0.25
H  2.81  1.54  1.02  0.25
H  -2.38  0.20  -0.31  0.39
H  -1.57  -0.01  1.13  0.38
H  -1.44  -1.86  -1.72  0.38
H  0.11  -1.49  -2.17  0.38

<2>
Molecular formula: C3H6N4O
Method: DFT, ωB97M-V with the def2-TZVPD basis set

As for the structure (SMILES): [H]/N=c1\c(N)c[nH]n1O. The value obtained for the lowest unoccupied orbital energy is 0.309 eV. Its spin multiplicity is 1.

Last column: natural (NBO) charge in e.
Atoms and positions in Å:
H  0.79  -2.05  -0.73  0.38
N  -0.16  -1.91  -0.22  -0.77
C  -0.20  -0.65  0.35  0.33
C  0.74  0.33  0.12  0.01
N  1.99  -0.23  0.28  -0.85
C  0.03  1.55  -0.27  -0.06
N  -1.26  1.31  0.21  -0.44
N  -1.30  -0.05  0.75  0.03
O  -2.39  -0.59  -0.06  -0.58
H  2.68  0.24  -0.59  0.39
H  2.35  -0.56  1.18  0.42
H  0.63  2.51  -0.50  0.24
H  -1.84  1.72  -0.44  0.40
H  -2.05  -1.60  -0.07  0.51

<3>
Molecular formula: C3H6N4O
Method: DFT, ωB97M-V with the def2-TZVPD basis set

As for the structure (SMILES): Nc1nc(N)c(O)[nH]1. The value obtained for the lowest unoccupied orbital energy is 0.782 eV. Its spin multiplicity is 1.

Last column: natural (NBO) charge in e.
Atoms and positions in Å:
N  -0.28  -0.91  2.47  -0.83
C  -0.20  -0.38  1.17  0.50
N  0.05  0.85  0.81  -0.51
C  0.06  0.81  -0.59  0.12
N  0.36  1.87  -1.41  -0.83
C  -0.04  -0.50  -1.00  0.38
O  -0.14  -1.12  -2.20  -0.68
N  -0.32  -1.25  0.11  -0.57
H  -0.22  -0.05  3.07  0.39
H  0.53  -1.53  2.65  0.38
H  1.14  2.39  -0.89  0.37
H  -0.46  2.52  -1.36  0.36
H  0.18  -0.52  -2.96  0.51
H  -0.65  -2.19  0.11  0.42

<4>
Molecular formula: C3H6N4O
Method: DFT, ωB97M-V with the def2-TZVPD basis set

The value obtained for the lowest unoccupied orbital energy (spin up / spin down) is -0.206 / -0.203 eV. Its spin multiplicity is 1.

Last column: natural (NBO) charge in e.
Atoms and positions in Å:
C  0.88  0.80  0.64  -0.28
C  -0.38  1.38  0.99  0.50
C  -0.01  -2.62  -1.76  -0.40
N  -0.76  -0.18  -0.52  -0.14
N  1.42  -1.02  -0.64  -0.29
N  0.56  -0.21  -0.24  0.04
N  -0.59  2.53  1.73  -0.80
O  -1.31  0.74  0.29  -0.29
H  1.88  1.05  0.69  0.23
H  -0.81  -2.52  -1.05  0.22
H  -0.25  -1.84  -2.56  0.20
H  0.62  -3.44  -2.09  0.20
H  0.20  2.85  2.23  0.40
H  -1.45  2.48  2.29  0.40

Order from most stable to least stable according to the calculation: <3>, <1>, <2>, <4>

<1>
Molecular formula: C3H6N4O
Method: DFT, ωB97M-V with the def2-TZVPD basis set

The value obtained for the lowest unoccupied orbital energy is 0.231 eV. Its spin multiplicity is 1.

Last column: natural (NBO) charge in e.
Atoms and positions in Å:
C  -0.80  1.65  1.78  -0.26
C  -1.39  -0.94  0.04  0.68
C  0.19  0.76  -0.87  -0.51
N  -1.95  -2.02  -0.59  -0.30
N  -1.22  -2.36  -1.56  0.04
N  -0.17  -1.56  -1.64  -0.18
N  -0.28  -0.57  -0.75  -0.22
O  -1.71  -0.20  1.00  -0.62
H  -1.71  2.08  2.24  0.13
H  -0.21  1.00  2.37  0.11
H  1.24  0.77  -1.22  0.20
H  -0.39  1.39  -1.59  0.20
H  -0.15  1.19  0.15  0.30
H  0.63  -1.63  -2.30  0.43

<2>
Molecular formula: C3H6N4O
Method: DFT, ωB97M-V with the def2-TZVPD basis set

The value obtained for the lowest unoccupied orbital energy is 0.733 eV. Its spin multiplicity is 1.

Last column: natural (NBO) charge in e.
Atoms and positions in Å:
N  0.78  1.14  1.12  -0.46
C  -1.18  0.68  -0.02  0.49
C  0.82  0.26  0.04  0.44
C  -0.50  -0.49  -0.07  -0.15
N  1.92  -0.01  -0.70  -0.79
N  -0.88  -1.80  0.25  -0.85
O  -2.48  1.00  0.02  -0.64
N  -0.18  1.68  0.01  -0.41
H  -2.99  0.18  0.01  0.49
H  1.57  1.78  1.11  0.35
H  2.66  0.67  -0.70  0.39
H  1.73  -0.42  -1.61  0.40
H  -0.86  -2.45  -0.52  0.37
H  -0.40  -2.20  1.05  0.37

Order from most stable to least stable according to the calculation: <2>, <1>

<1>
Molecular formula: C2H7N2O
Method: DFT, ωB97M-V with the def2-TZVPD basis set

As for the structure (SMILES): NCOC=[NH2+]. The value obtained for the lowest unoccupied orbital energy is -3.788 eV. The total charge is +1. Its spin multiplicity is 1.

Last column: natural (NBO) charge in e.
Atoms and positions in Å:
N  2.12  0.46  0.18  -0.75
C  1.03  -0.19  -0.06  0.12
O  -0.28  0.67  -0.72  -0.50
C  -1.48  0.65  -0.33  0.57
N  -1.97  -0.05  0.66  -0.71
H  2.19  1.16  0.99  0.42
H  2.73  0.67  -0.64  0.42
H  0.42  -0.47  0.87  0.17
H  1.11  -0.96  -0.83  0.23
H  -2.29  0.86  -0.97  0.19
H  -2.92  -0.05  0.82  0.43
H  -1.36  -0.13  1.42  0.40

<2>
Molecular formula: C2H7N2O
Method: DFT, ωB97M-V with the def2-TZVPD basis set

As for the structure (SMILES): [NH3+]CCN=O. The value obtained for the lowest unoccupied orbital energy is -4.861 eV. The total charge is +1. Its spin multiplicity is 1.

Last column: natural (NBO) charge in e.
Atoms and positions in Å:
N  0.16  0.18  -1.35  -0.68
C  0.70  -0.56  -0.19  -0.22
C  0.04  0.03  1.11  -0.38
N  -1.37  0.25  0.83  0.06
O  -2.19  0.62  1.65  -0.17
H  0.70  0.89  -1.79  0.44
H  -0.79  0.51  -1.14  0.46
H  -0.02  -0.37  -2.17  0.44
H  1.70  -0.44  -0.18  0.24
H  0.39  -1.58  -0.31  0.24
H  0.40  1.08  1.53  0.28
H  0.28  -0.62  2.01  0.28

<3>
Molecular formula: C2H7N2O
Method: DFT, ωB97M-V with the def2-TZVPD basis set

The value obtained for the lowest unoccupied orbital energy is -4.676 eV. The total charge is +1. Its spin multiplicity is 1.

Last column: natural (NBO) charge in e.
Atoms and positions in Å:
C  2.64  0.54  -0.50  0.14
N  1.79  0.16  0.33  -0.58
H  2.37  0.72  -1.53  0.23
H  3.67  0.67  -0.17  0.22
H  1.95  -0.07  1.31  0.43
H  0.75  0.25  0.11  0.47
C  -1.66  -0.68  -0.07  0.56
N  -2.82  -0.10  0.26  -0.77
O  -0.67  -0.03  -0.43  -0.71
H  -1.59  -1.76  -0.04  0.15
H  -2.90  0.84  -0.09  0.42
H  -3.53  -0.54  0.81  0.43

<4>
Molecular formula: C2H7N2O
Method: DFT, ωB97M-V with the def2-TZVPD basis set

The value obtained for the lowest unoccupied orbital energy (spin up / spin down) is -7.353 / -7.350 eV. The total charge is +1. Its spin multiplicity is 1.

Last column: natural (NBO) charge in e.
Atoms and positions in Å:
C  2.04  -1.29  0.19  0.02
C  -1.82  0.62  -0.28  -0.48
N  1.19  -0.82  0.93  -0.60
N  -0.64  1.38  -0.46  0.17
O  0.21  1.43  0.42  -0.01
H  0.99  -1.34  1.76  0.37
H  2.14  -0.91  -0.91  0.16
H  2.70  -2.14  0.38  0.19
H  -1.80  -0.16  -0.95  0.27
H  -1.87  0.24  0.74  0.27
H  -2.64  1.18  -0.50  0.26
H  -0.51  1.81  -1.32  0.40

Order from most stable to least stable according to the calculation: <3>, <1>, <2>, <4>

<1>
Molecular formula: C4H9N3O
Method: DFT, ωB97M-V with the def2-TZVPD basis set

As for the structure (SMILES): [H]/N=C(\N)CNCC=O. The value obtained for the lowest unoccupied orbital energy is 0.743 eV. Its spin multiplicity is 1.

Last column: natural (NBO) charge in e.
Atoms and positions in Å:
H  -1.30  -2.36  -1.44  0.33
N  -0.74  -1.48  -1.48  -0.66
C  0.07  -1.41  -0.49  0.41
N  0.07  -2.17  0.69  -0.84
C  0.96  -0.21  -0.50  -0.28
N  0.31  0.95  -1.01  -0.58
C  -0.71  1.40  -0.11  -0.35
C  -0.24  1.98  1.17  0.40
O  -0.84  2.91  1.72  -0.53
H  0.94  -2.41  1.09  0.38
H  -0.62  -2.85  0.88  0.39
H  1.90  -0.28  -1.10  0.23
H  1.44  0.00  0.54  0.16
H  0.92  1.74  -1.18  0.36
H  -1.40  0.61  0.17  0.23
H  -1.40  2.06  -0.68  0.23
H  0.63  1.52  1.73  0.12

<2>
Molecular formula: C4H9N3O
Method: DFT, ωB97M-V with the def2-TZVPD basis set

The value obtained for the lowest unoccupied orbital energy (spin up / spin down) is 0.819 / 0.097 eV. Its spin multiplicity is 1.

Last column: natural (NBO) charge in e.
Atoms and positions in Å:
C  -2.67  0.68  0.07  -0.06
C  -2.17  -0.81  -0.36  -0.10
C  1.48  -0.87  0.89  -0.43
C  2.08  1.11  -0.55  -0.42
N  -1.91  1.54  0.43  -0.27
N  -0.07  0.16  -0.66  0.05
N  1.07  0.24  -0.01  -0.21
O  -0.80  -0.96  -0.19  -0.40
H  -3.76  0.56  0.32  0.18
H  -2.62  -1.56  0.22  0.20
H  -2.51  -0.78  -1.47  0.18
H  1.67  -1.71  0.23  0.20
H  2.37  -0.63  1.37  0.20
H  0.79  -1.02  1.72  0.23
H  3.00  0.97  -0.03  0.21
H  2.08  0.91  -1.64  0.21
H  1.96  2.18  -0.34  0.21

<3>
Molecular formula: C4H9N3O
Method: DFT, ωB97M-V with the def2-TZVPD basis set

The value obtained for the lowest unoccupied orbital energy (spin up / spin down) is -0.099 / -0.100 eV. Its spin multiplicity is 1.

Last column: natural (NBO) charge in e.
Atoms and positions in Å:
C  -1.48  1.65  -0.29  -0.44
C  1.48  0.48  1.04  -0.73
C  -0.73  -0.68  -0.15  0.44
C  1.07  -0.36  -0.13  0.53
N  -1.12  -1.99  -0.10  -0.82
O  2.06  -1.32  -0.33  -0.71
N  0.32  -0.16  -1.21  -0.56
N  -1.64  0.23  -0.26  -0.37
H  2.12  -1.50  -1.28  0.49
H  -0.43  -2.67  -0.38  0.39
H  -2.08  -2.17  -0.35  0.41
H  -0.87  2.06  0.51  0.19
H  -1.04  2.01  -1.23  0.22
H  -2.49  2.09  -0.23  0.20
H  2.47  0.38  1.47  0.25
H  0.95  0.38  1.99  0.25
H  1.41  1.57  0.91  0.25

<4>
Molecular formula: C4H9N3O
Method: DFT, ωB97M-V with the def2-TZVPD basis set

As for the structure (SMILES): [H]/N=C(\NO)[C@@H]1C[C@@H]1N. The value obtained for the lowest unoccupied orbital energy is 0.812 eV. Its spin multiplicity is 1.

Last column: natural (NBO) charge in e.
Atoms and positions in Å:
H  0.11  0.17  3.07  0.34
N  0.63  0.00  2.14  -0.71
C  -0.11  -0.37  1.13  0.39
N  -1.49  -0.50  1.32  -0.32
O  -2.34  -0.41  0.36  -0.55
C  0.42  -0.91  -0.17  -0.32
C  1.74  -0.35  -0.80  -0.43
C  0.39  0.07  -1.36  -0.05
N  -0.36  1.26  -1.13  -0.86
H  -1.77  0.11  2.06  0.34
H  -1.86  0.24  -0.18  0.48
H  0.09  -2.01  -0.34  0.25
H  2.57  -1.08  -1.17  0.24
H  2.27  0.32  -0.23  0.23
H  0.13  -0.37  -2.28  0.21
H  -0.35  1.89  -1.96  0.38
H  -0.06  1.94  -0.47  0.38

Order from most stable to least stable according to the calculation: <1>, <4>, <3>, <2>

<1>
Molecular formula: C4H9N3O
Method: DFT, ωB97M-V with the def2-TZVPD basis set

The value obtained for the lowest unoccupied orbital energy (spin up / spin down) is 0.894 / 0.894 eV. Its spin multiplicity is 1.

Last column: natural (NBO) charge in e.
Atoms and positions in Å:
C  -1.58  0.03  1.73  -0.01
C  -0.48  1.09  2.05  -0.14
C  0.04  0.59  -1.76  -0.42
C  1.22  -1.53  -1.18  -0.42
N  -1.43  -0.68  0.75  -0.38
N  0.52  -0.19  0.51  0.16
N  0.78  -0.22  -0.85  -0.25
O  0.27  1.06  0.91  -0.36
H  -2.55  0.13  2.37  0.18
H  -0.86  2.15  2.11  0.21
H  0.05  0.76  3.01  0.19
H  -0.42  1.34  -1.10  0.23
H  0.80  1.14  -2.41  0.19
H  -0.52  -0.01  -2.36  0.20
H  2.30  -1.58  -1.15  0.19
H  0.81  -2.27  -0.46  0.23
H  1.07  -1.80  -2.17  0.20

<2>
Molecular formula: C4H9N3O
Method: DFT, ωB97M-V with the def2-TZVPD basis set

As for the structure (SMILES): CC(=O)/N=C\N(C)N. The value obtained for the lowest unoccupied orbital energy is 0.166 eV. Its spin multiplicity is 1.

Last column: natural (NBO) charge in e.
Atoms and positions in Å:
C  2.82  -0.08  -0.53  -0.72
C  1.56  0.28  0.51  0.67
O  1.27  -0.40  1.58  -0.64
N  0.77  1.47  0.32  -0.59
C  -0.55  1.31  0.25  0.32
N  -1.29  0.18  0.24  -0.30
C  -0.96  -1.17  -0.12  -0.47
N  -2.73  0.32  0.28  -0.71
H  3.29  -1.10  -0.29  0.26
H  2.36  0.29  -1.59  0.24
H  3.43  0.78  -0.25  0.24
H  -1.21  2.22  0.38  0.20
H  -1.92  -1.24  -0.99  0.22
H  -0.71  -1.69  0.92  0.27
H  -0.03  -1.12  -0.74  0.21
H  -3.05  -0.70  0.94  0.42
H  -3.06  0.65  -0.90  0.38

Order from most stable to least stable according to the calculation: <1>, <2>